Entry 1:
DFT (ωB97M-V/def2-TZVPD) results for a single C4H16O4Si3 molecule in a non-equilibrium geometry.

Calculated values
energy above the lowest of the compared OMol25 structures with the same formula, charge and spin: 0.0 kJ/mol
SMILES string: C[Si@@H](O)[Si@](C)(O)O[Si](C)(C)O
HOMO level: -0.3399 Eh
net charge: 0

```
27
Properties=species:S:1:pos:R:3:nbo_charge:R:1
H 3.907 0.450 1.084 0.241
H -1.264 2.211 -1.893 0.491
O 2.016 -1.875 -1.011 -1.109
O 0.428 -0.093 -0.387 -1.281
H -1.425 0.814 2.259 0.224
H 3.781 0.769 -1.884 0.230
O -4.017 0.338 -0.687 -1.099
H -3.649 -2.762 0.131 0.236
H 2.319 1.761 -1.824 0.249
C 2.865 -0.059 1.103 -1.172
H -2.870 -1.965 1.191 0.234
Si 2.026 -0.320 -0.549 2.111
C -2.765 -2.174 0.188 -1.080
Si -0.926 0.756 -0.152 1.673
C 2.768 0.818 -1.860 -1.138
H 0.213 1.454 2.062 0.238
H -2.516 -0.867 -2.219 -0.225
H -1.390 2.448 1.711 0.245
H 2.320 0.550 1.753 0.238
H 2.949 -0.904 1.782 0.251
H 2.330 -2.284 -1.805 0.510
H 2.588 0.416 -2.894 0.233
Si -2.637 -0.580 -0.887 1.166
C -0.895 1.425 1.647 -1.111
H -1.910 -2.718 0.156 0.233
O -0.700 1.981 -1.241 -1.088
H -4.844 0.123 -1.224 0.502
```

---

Entry 2:
DFT (ωB97M-V/def2-TZVPD) results for a molecular structure, C6H13N.

Calculated values
energy above the lowest of the compared OMol25 structures with the same formula, charge and spin: 420.2 kJ/mol
HOMO level (alpha / beta): -0.2718 / -0.2718 Eh
net charge: 0

```
20
Properties=species:S:1:pos:R:3:nbo_charge:R:1
H 1.124 -1.439 1.513 0.227
H 0.630 1.698 -1.454 0.231
C -1.305 1.757 0.574 -0.605
H -0.797 2.353 1.342 0.203
C 1.238 0.840 -1.158 -0.617
C 0.709 0.197 0.110 -0.186
H 0.095 -2.046 -0.257 0.165
C -0.760 0.342 0.526 -0.061
C 1.363 -1.013 0.542 -0.448
H 1.525 0.328 1.015 0.346
N -1.178 -0.415 -0.586 -0.481
H 2.270 -1.347 0.047 0.234
H -1.195 2.250 -0.395 0.212
H -1.492 -2.187 0.521 0.165
H -2.373 1.721 0.807 0.220
H 2.268 1.183 -1.011 0.208
C -1.044 -1.777 -0.405 -0.405
H 1.232 0.126 -1.986 0.222
H -0.895 -0.144 1.515 0.160
H -1.401 -2.342 -1.271 0.209
```

---

Entry 3:
DFT (ωB97M-V/def2-TZVPD) results for a single C5H10O molecule in a non-equilibrium geometry.

Calculated values
energy above the lowest of the compared OMol25 structures with the same formula, charge and spin: 198.5 kJ/mol
SMILES string: CC/C=C/CO
HOMO level: -0.3258 Eh
net charge: 0

```
16
Properties=species:S:1:pos:R:3:nbo_charge:R:1
C -0.054 0.390 0.831 -0.235
H 2.315 -0.215 1.942 0.469
H -1.728 -1.227 -1.196 0.212
H 0.402 0.831 -2.296 0.213
C 0.097 -0.042 -1.711 -0.433
C -1.441 -0.322 -1.743 -0.607
H -1.948 0.526 -1.266 0.197
H -0.434 -0.253 2.803 0.189
C 0.437 0.133 2.279 -0.090
H 0.510 -0.986 -2.107 0.207
H -1.824 -0.384 -2.773 0.206
O 1.555 -0.707 2.246 -0.704
C 0.614 0.022 -0.255 -0.176
H 0.575 1.127 2.745 0.162
H 1.691 -0.112 -0.313 0.191
H -0.766 1.218 0.813 0.200
```

---

Entry 4:
DFT (ωB97M-V/def2-TZVPD) results for a molecular structure, C23H15BrEuN3O8Se in a non-equilibrium geometry.

Calculated values
energy above the lowest of the compared OMol25 structures with the same formula, charge and spin: 462.1 kJ/mol
<S²>: 15.7914
HOMO level (alpha / beta): -0.0951 / -0.1853 Eh
net charge: -1
multiplicity: 8

```
52
Properties=species:S:1:pos:R:3:lowdin_spin:R:1
H -4.544 2.700 3.524 0.007
O 1.270 0.045 2.180 0.398
O 1.728 1.922 1.272 0.070
Se 2.464 2.659 -0.359 0.010
H 0.929 4.681 -3.901 0.000
C 0.765 -4.750 1.687 0.000
C -0.411 4.008 -2.378 0.000
H -3.820 -1.449 2.846 -0.001
H 1.129 2.474 -4.973 0.000
H -2.087 -2.201 1.715 0.011
C -2.819 2.244 2.376 0.088
H 0.496 -5.591 2.306 -0.003
C -4.308 0.581 3.234 0.160
C 0.392 3.839 -3.494 0.000
C -3.541 -0.415 2.702 0.065
C 2.900 -1.438 -1.276 0.032
C -0.148 1.507 -3.553 0.000
C -2.350 -0.125 2.000 0.210
C -1.475 0.432 -1.689 -0.001
C -1.085 2.925 -1.832 0.000
N 1.868 -1.372 -0.459 -0.007
H 2.290 -5.797 0.628 0.006
O -0.633 -0.527 -1.683 0.003
H 3.205 -0.509 -1.749 0.002
C 3.604 -2.623 -1.541 -0.008
C 1.774 -4.861 0.771 0.105
H 3.772 -4.698 -1.039 0.001
C 2.159 -3.737 0.015 0.002
H -2.524 3.275 2.248 0.000
C 0.515 2.596 -4.091 0.000
C 1.468 -2.505 0.178 0.023
H 4.427 -2.611 -2.238 -0.001
C -3.938 1.924 3.086 0.146
O 1.906 1.525 -1.329 0.012
C 3.240 -3.770 -0.889 0.024
O 1.722 4.015 -0.419 0.004
H -1.749 3.056 -0.979 0.000
C 0.061 -3.553 1.841 0.106
H -0.707 -3.501 2.596 0.009
C -0.954 1.665 -2.426 0.000
N 2.115 0.625 1.531 0.449
Br -5.888 0.138 4.194 0.039
O 4.005 2.679 -0.200 0.000
O -0.968 1.604 1.093 0.242
H -0.486 4.983 -1.923 0.000
Eu 0.336 0.615 -0.201 4.076
C -1.581 -1.239 1.588 0.211
O -2.492 0.467 -1.000 0.017
C -1.982 1.254 1.784 0.184
C 0.344 -2.444 1.063 0.019
N -0.353 -1.242 1.146 0.293
H -0.041 0.522 -3.984 0.000
```

---

Entry 5:
DFT (ωB97M-V/def2-TZVPD) results for a single C25H26N2O3 molecule.

Calculated values
energy above the lowest of the compared OMol25 structures with the same formula, charge and spin: 233.4 kJ/mol
SMILES string: O=C(COc1ccc2ccccc2c1CN1CCOCC1)N1CCc2ccccc21
HOMO level: -0.2983 Eh
net charge: 0

```
56
Properties=species:S:1:pos:R:3:nbo_charge:R:1
H -2.517 1.715 0.686 0.226
C -2.532 -1.285 0.169 0.126
H 2.641 -2.929 -0.447 0.172
H 2.983 0.634 -1.188 0.211
C 4.603 -0.390 -0.202 -0.071
H -2.059 0.331 -3.556 0.175
C -2.906 -1.919 2.827 -0.221
C -2.226 -2.565 0.600 -0.234
C 2.603 -2.243 0.417 -0.248
H 5.392 -0.066 -0.882 0.193
H -1.257 -1.125 -4.216 0.223
H 1.098 0.189 1.769 0.235
O -1.502 -2.535 -2.142 -0.600
C -1.351 -0.478 -3.341 -0.146
C -3.006 0.598 -1.126 -0.215
O 4.958 -1.683 0.229 -0.523
C 0.485 1.537 0.213 0.020
C -2.420 -2.865 1.941 -0.205
H 0.856 -1.422 -1.501 0.211
C 0.055 0.947 -2.086 0.349
C 0.905 -0.848 -0.563 -0.266
C 3.246 -0.387 -0.905 -0.257
H -3.586 0.108 3.073 0.214
H 0.428 4.208 3.037 0.214
C 0.788 2.147 2.532 -0.200
H -2.376 1.336 -1.619 0.225
C 3.974 -2.202 1.091 -0.071
H -3.958 0.526 -1.667 0.194
C -0.231 3.235 -1.393 -0.175
N -2.381 -0.725 -1.109 -0.434
C -3.023 -0.330 1.059 0.027
C 0.472 0.568 -0.827 -0.092
O -0.041 0.023 -3.116 -0.525
H -0.562 2.539 -3.384 0.224
H 4.302 -3.207 1.362 0.193
H 0.220 -1.313 0.156 0.223
H -0.159 4.852 0.731 0.210
H 3.304 -1.004 -1.819 0.172
H -4.241 1.369 0.510 0.224
H 1.857 -2.615 1.125 0.204
H -2.188 -3.858 2.294 0.214
H -3.050 -2.178 3.865 0.213
C 0.122 2.881 -0.074 -0.087
C 0.815 1.203 1.543 -0.205
C -3.211 -0.637 2.388 -0.221
N 2.242 -0.896 0.013 -0.448
C -1.781 -1.353 -2.155 0.658
H 4.558 0.292 0.661 0.165
H -0.475 4.265 -1.612 0.214
C -0.279 2.287 -2.372 -0.279
H -1.848 -3.303 -0.087 0.257
C -3.240 0.970 0.346 -0.436
H 3.909 -1.580 1.998 0.162
H 1.037 1.875 3.547 0.213
C 0.115 3.833 0.966 -0.191
C 0.439 3.475 2.244 -0.215
```

---

Entry 6:
DFT (ωB97M-V/def2-TZVPD) results for a molecular structure, C16H44CuN4O8S in a non-equilibrium geometry.

Calculated values
<S²>: 0.7503
HOMO level (alpha / beta): 0.1004 / -0.0716 Eh
net charge: -2
multiplicity: 2

```
74
Properties=species:S:1:pos:R:3:lowdin_spin:R:1
H -0.385 -0.249 -2.651 0.000
H 3.030 -0.615 -1.755 0.000
H -1.682 0.998 4.385 0.035
H 2.608 -2.950 0.052 0.003
C -2.072 -1.204 -2.282 0.002
O 2.442 1.282 -4.789 0.000
H -1.373 -0.403 4.988 0.056
H -2.009 6.461 3.002 0.011
C -1.887 -0.440 3.089 0.052
H -1.753 6.599 1.380 0.006
H -2.350 -1.426 3.055 0.020
O 1.919 2.067 -2.586 0.001
H -1.516 0.655 -1.928 0.001
H -0.697 2.325 -0.795 0.001
H -0.617 -2.592 -2.994 0.001
N 3.296 -0.478 -0.791 0.002
H -3.570 -0.057 -1.147 0.004
C -2.700 0.507 2.157 0.026
H -1.237 -2.483 1.330 0.015
O 4.368 -3.922 -0.066 0.013
H -4.579 -1.372 -3.691 0.001
C 1.468 3.505 1.335 0.038
H -0.293 2.330 1.780 0.002
H 3.514 -5.288 -1.381 0.004
H 4.969 -1.620 -1.241 0.000
C -2.127 5.866 2.096 0.067
H 5.607 -2.092 1.249 0.004
H -2.407 -0.976 -3.294 0.000
H -2.387 1.543 2.281 0.005
H -0.433 4.916 0.225 0.002
C 4.938 -1.307 0.896 0.029
O -1.159 4.840 2.098 0.033
C 3.786 -5.170 -0.332 0.043
H -5.396 -0.180 -2.689 0.003
H 1.713 4.367 0.715 0.003
Cu 1.059 0.325 -0.808 0.007
H 5.615 -0.466 0.751 0.004
C 0.104 2.997 1.015 0.004
O -4.387 -1.790 -1.773 0.017
H -1.841 3.819 0.433 0.006
H -2.338 -3.191 -2.727 0.002
H -6.033 -1.883 -2.930 0.003
O -0.121 -0.789 1.405 0.022
H -2.522 0.210 1.123 0.001
C -0.369 -0.480 2.758 0.092
C -0.203 -2.162 1.203 0.056
H -3.763 0.394 2.370 0.011
N 0.174 2.355 -0.285 0.001
C 4.242 -1.524 -0.435 0.002
H 1.574 3.920 2.337 0.018
N -2.069 0.066 4.426 0.034
H -1.269 -2.979 -1.395 0.005
H -3.161 5.671 1.813 0.012
H 0.710 2.892 -0.951 0.000
H 2.860 -5.327 0.222 0.017
O 1.577 -0.201 -2.968 0.001
H -0.039 0.558 2.807 0.015
H 4.227 -1.085 1.692 0.016
H 2.216 2.713 1.300 0.006
C -0.902 4.168 0.863 0.015
H 3.294 -2.962 -1.619 0.001
C -3.259 -1.090 -1.301 0.007
N -1.061 -0.246 -1.901 0.001
C 3.514 -2.916 -0.552 0.007
H 0.059 -2.300 0.154 0.002
H 0.207 -1.097 3.448 0.061
C -5.164 -1.241 -2.781 0.017
O 0.269 1.425 -4.094 0.001
H 3.814 0.389 -0.824 0.001
H 4.439 -5.988 -0.027 0.006
S 1.598 1.114 -3.617 0.000
H 0.492 -2.716 1.834 0.032
C -1.515 -2.569 -2.375 0.012
H -3.061 -1.451 -0.292 0.003
```

---

Entry 7:
DFT (ωB97M-V/def2-TZVPD) results for 2 unconnected molecules or ions with the total composition C4H5NO.

Calculated values
energy above the lowest of the compared OMol25 structures with the same formula, charge and spin: 327.8 kJ/mol
SMILES string: C#CC=O.C=N
HOMO level: -0.3733 Eh
net charge: 0

```
11
Properties=species:S:1:pos:R:3:nbo_charge:R:1
C -1.690 0.709 -0.154 -0.029
C 1.412 -0.418 -0.501 -0.102
C 1.618 0.127 -1.558 -0.190
H -1.203 0.398 -1.081 0.170
O 1.085 -2.270 0.904 -0.492
H 1.270 -0.400 1.662 0.148
H -2.553 1.376 -0.255 0.150
C 1.229 -1.073 0.793 0.373
H 1.808 0.601 -2.497 0.242
H -1.758 0.652 1.739 0.340
N -1.218 0.296 0.948 -0.610
```

---

Entry 8:
DFT (ωB97M-V/def2-TZVPD) results for 12 unconnected molecules or ions with the total composition C24H72O22 in a non-equilibrium geometry.

Calculated values
energy above the lowest of the compared OMol25 structures with the same formula, charge and spin: 0.0 kJ/mol
SMILES string: OCCO.OCCO.OCCO.OCCO.OCCO.OCCO.OCCO.OCCO.OCCO.OCCO.CCO.CCO
HOMO level: -0.3533 Eh
net charge: 0

```
118
Properties=species:S:1:pos:R:3:mulliken_charge:R:1
H 0.721 -5.362 1.205 0.372
C -0.234 0.399 0.404 2.250
O 2.269 -2.852 -2.061 -0.433
O -2.932 1.675 1.794 -0.360
C 2.800 0.315 3.402 -0.179
H 4.380 2.768 -1.645 0.377
H -1.794 -3.378 -3.572 0.261
H 0.029 6.833 1.507 0.346
H 5.021 1.933 1.815 0.282
H -4.545 -2.190 3.527 0.191
H -1.710 -5.546 1.505 0.380
O -3.612 -3.987 -2.805 -0.594
H 1.462 3.055 -1.569 -0.149
C 0.656 0.939 -4.712 -1.213
H 2.099 0.296 4.237 0.146
H -2.360 -0.345 6.604 0.350
H 1.166 6.289 -3.218 0.413
H -1.189 -6.704 0.324 0.289
C 2.909 -3.389 -3.183 -0.432
H -3.372 0.273 -0.551 0.161
H -0.630 1.247 5.075 0.220
O 2.406 1.257 2.472 -0.350
O 2.548 5.326 -1.994 -0.551
H 1.313 -0.955 0.953 -0.715
H 1.338 -4.875 -3.825 0.183
H 0.585 -1.309 -0.613 -0.933
H -2.477 -3.137 3.597 0.353
H -2.000 -2.175 -1.591 -0.158
O -3.072 -3.577 2.980 -0.496
H 2.092 -1.594 2.925 0.153
H -0.629 -0.806 3.536 -0.235
C -4.287 -2.321 1.342 -0.076
H -3.254 -4.326 -2.008 0.379
H 0.880 6.145 2.865 0.359
H 0.184 1.112 -0.346 -0.751
C 0.025 -4.948 0.430 0.613
O 5.498 1.352 1.216 -0.507
O 3.732 -1.268 1.732 -0.490
C -3.750 2.469 0.849 -0.682
H 2.953 1.923 0.639 0.187
H 4.644 -0.916 1.839 0.306
H -1.082 -2.247 5.526 0.338
H 3.723 0.790 3.856 0.376
O 0.564 -0.917 -3.161 0.008
H 0.224 3.813 1.958 -0.166
H -3.760 3.531 1.030 0.446
C 2.021 -4.074 -4.190 -0.362
C 0.377 -0.957 0.403 1.435
H -0.267 4.331 -0.205 0.156
O 1.662 5.731 0.942 -0.429
H -3.216 -2.618 -4.279 0.370
H -3.538 3.078 -1.221 0.525
H 1.175 3.847 -3.846 0.239
C 1.339 0.171 -3.610 0.510
H 1.493 0.898 -2.809 -0.416
H 0.626 -2.673 -4.433 0.280
C 4.230 2.074 -0.808 -0.022
C -0.416 4.688 1.698 -0.087
C -3.149 2.313 -0.547 0.072
C -2.779 -2.982 -3.370 -0.614
C -2.674 -1.820 -2.399 0.256
H -0.317 -1.710 0.778 -0.279
H -3.337 0.816 1.607 0.282
H 2.496 5.077 -1.063 0.288
H 6.243 1.351 -0.635 0.356
H -3.629 -1.472 -2.026 0.483
O -1.880 0.447 6.387 -0.598
H -1.212 4.738 2.385 0.575
C -1.296 -5.615 0.531 -0.880
H 2.276 6.503 0.964 0.238
C -0.900 0.245 5.369 -0.437
H 3.904 1.068 -1.184 0.031
H 1.502 1.111 2.167 -0.142
H -0.244 1.323 -4.240 0.194
H -0.006 -0.252 5.775 0.380
H 1.238 1.720 -5.196 0.322
O 1.286 -3.129 -4.921 -0.515
C -1.400 -0.663 4.298 0.437
H -2.673 -1.241 1.510 -0.172
O -2.053 -0.672 -3.052 -0.679
O -2.172 -4.946 -0.409 -0.494
H -1.256 0.331 0.101 -0.738
H 3.426 -2.596 -3.748 0.337
C 5.537 1.971 -0.053 -0.846
H 3.668 -1.604 3.744 0.495
H -2.426 0.133 -2.767 0.327
H 0.592 5.872 -1.612 0.160
O -0.200 0.910 1.713 0.476
H -3.863 -2.994 0.567 -0.026
H -2.331 -0.315 3.913 0.068
H -1.838 -5.177 -1.264 0.334
H 2.644 -4.573 -4.988 0.303
H 1.659 -2.126 -2.318 0.040
H -2.012 2.464 -0.566 -0.088
H 2.225 -0.372 -3.915 0.315
C 0.676 4.221 -2.948 -0.441
C -4.280 -2.959 2.716 -0.556
C 3.056 -1.115 2.981 -0.643
H 0.488 0.211 -5.513 0.364
H -0.164 -3.839 0.630 -0.397
C 1.210 5.522 -2.441 -0.470
O 3.162 2.588 -0.056 -0.167
H -1.060 1.224 1.993 -0.027
H -4.803 2.165 0.900 0.325
O -0.957 4.559 0.425 -0.523
H -5.042 -3.729 2.825 0.427
H -0.396 4.379 -3.170 0.338
O 0.570 -5.180 -0.905 -0.573
H 3.673 -4.086 -2.725 0.328
O -3.564 -1.074 1.240 -0.268
H 1.264 -4.529 -1.142 0.282
O -1.710 -1.933 4.862 -0.635
O 0.554 3.236 -1.843 0.341
H 6.021 2.922 0.001 0.352
O -3.522 1.045 -1.179 -0.641
C 0.484 5.929 1.854 -0.652
H -5.357 -2.058 1.119 0.319
H -0.368 -0.750 -3.093 0.190
```